Formula: C4H6N2OS
Source: OMol25
Level of theory: ωB97M-V/def2-TZVPD

SMILES = CC1=NSN[C@H]2O[C@@H]12
Calculated total energy = -738.8861 a.u.
ΔE to the lowest compared entry with this formula, charge and spin = 74.4 kcal/mol
Lowest unoccupied orbital energy = 0.892 eV
E_HOMO = -8.12 eV

Each line ends with the natural charge from an NBO analysis.
Cartesian coordinates (Å):
C: -1.709 1.413 0.219  -0.65
C: -0.384 0.745 0.068  0.21
N: 0.687 1.434 0.119  -0.59
S: 2.198 0.931 -0.015  0.67
N: 2.175 -0.809 -0.284  -0.80
C: 0.910 -1.440 -0.326  0.20
O: 0.148 -1.569 0.841  -0.48
C: -0.366 -0.726 -0.167  -0.01
H: -2.241 0.990 1.071  0.23
H: -2.317 1.254 -0.671  0.22
H: -1.565 2.478 0.375  0.24
H: 2.778 -1.248 0.406  0.39
H: 0.926 -2.327 -0.958  0.18
H: -1.240 -1.126 -0.676  0.19

Formula: C4H6N2OS
Source: OMol25
Level of theory: ωB97M-V/def2-TZVPD

Calculated total energy = -738.8183 a.u.
ΔE to the lowest compared entry with this formula, charge and spin = 117.0 kcal/mol
Lowest unoccupied orbital energy (alpha / beta) = -0.533 / -0.533 eV
E_HOMO (alpha / beta) = -8.79 / -8.78 eV

Each line ends with the natural charge from an NBO analysis.
Cartesian coordinates (Å):
C: 0.844 -0.201 1.316  -0.35
C: -1.082 -1.214 0.139  0.54
C: -1.893 -0.944 -1.090  -0.71
C: -0.265 -0.062 0.576  -0.31
N: 2.304 1.910 -0.048  -0.25
N: 1.716 1.853 -1.033  -0.11
O: -1.036 -2.289 0.664  -0.52
S: 1.843 1.127 1.696  0.17
H: 1.237 -1.156 1.914  0.26
H: -1.292 -0.294 -1.642  0.22
H: -2.797 -0.363 -0.875  0.24
H: -2.067 -1.855 -1.754  0.24
H: -0.521 0.911 0.135  0.22
H: 3.008 2.578 0.001  0.36

Formula: C4H6N2OS
Source: OMol25
Level of theory: ωB97M-V/def2-TZVPD

SMILES = C[C@@H]1NC(=O)NC1=S
Calculated total energy = -738.9599 a.u.
ΔE to the lowest compared entry with this formula, charge and spin = 28.1 kcal/mol
Lowest unoccupied orbital energy = 0.190 eV
E_HOMO = -9.07 eV

Each line ends with the natural charge from an NBO analysis.
Cartesian coordinates (Å):
C: 0.806 0.212 -0.722  -0.60
C: -0.176 0.522 0.381  -0.11
N: -0.261 -0.604 1.319  -0.62
C: -1.554 -1.147 1.226  0.78
O: -2.029 -2.097 1.806  -0.59
N: -2.369 -0.346 0.410  -0.63
C: -1.684 0.619 -0.276  0.08
S: -2.176 1.749 -1.275  -0.02
H: 1.470 -0.514 -0.574  0.21
H: 1.236 1.086 -1.089  0.22
H: 0.203 -0.237 -1.644  0.21
H: 0.189 1.427 0.777  0.22
H: 0.460 -1.257 1.440  0.41
H: -3.262 -0.569 0.024  0.43

Formula: C4H6N2OS2
Source: OMol25
Level of theory: ωB97M-V/def2-TZVPD

Calculated total energy = -1136.9661 a.u.
ΔE to the lowest compared entry with this formula, charge and spin = 103.8 kcal/mol
Lowest unoccupied orbital energy = -0.381 eV
E_HOMO = -8.65 eV

Each line ends with the natural charge from an NBO analysis.
Cartesian coordinates (Å):
C: 2.012 -1.089 0.735  -0.20
C: 0.623 -1.393 0.941  -0.21
C: 2.264 0.090 0.121  -0.39
C: -0.156 -0.474 0.353  -0.44
N: 0.228 2.095 0.217  -1.13
N: -2.256 0.389 -1.426  -1.06
O: -2.746 -1.089 0.755  -0.94
S: 0.678 0.761 -0.463  1.08
S: -2.033 0.076 0.261  1.44
H: 2.644 -1.884 1.039  0.22
H: 0.349 -2.379 1.393  0.25
H: 3.083 0.551 -0.246  0.22
H: 0.422 2.876 -0.446  0.36
H: -3.190 0.109 -1.593  0.40
H: -1.922 1.361 -1.643  0.41

Formula: C4H6N2S
Source: OMol25
Level of theory: ωB97M-V/def2-TZVPD

Calculated total energy = -663.5012 a.u.
ΔE to the lowest compared entry with this formula, charge and spin = 142.7 kcal/mol
Lowest unoccupied orbital energy (alpha / beta) = -0.127 / 0.039 eV
E_HOMO (alpha / beta) = -8.19 / -7.57 eV

Each line ends with the natural charge from an NBO analysis.
Cartesian coordinates (Å):
C: 0.232 2.179 -0.163  -0.11
C: 1.130 1.242 -0.092  -0.32
C: -1.544 0.302 -0.058  0.06
C: 0.800 -0.217 -0.053  -0.23
N: -0.585 -0.588 -0.151  -0.30
N: -0.587 -2.053 -0.066  -0.63
S: -3.128 0.432 -0.087  0.00
H: 0.207 3.195 -0.184  0.18
H: 2.283 1.462 -0.034  0.22
H: 1.460 -0.595 -0.919  0.22
H: 1.113 -0.753 0.813  0.18
H: -1.506 -2.428 0.248  0.38
H: 0.125 -2.178 0.747  0.35

Formula: C4H6N2S
Source: OMol25
Level of theory: ωB97M-V/def2-TZVPD

Calculated total energy = -663.5440 a.u.
ΔE to the lowest compared entry with this formula, charge and spin = 115.8 kcal/mol
Lowest unoccupied orbital energy = -0.953 eV
E_HOMO = -6.69 eV

Each line ends with the natural charge from an NBO analysis.
Cartesian coordinates (Å):
C: 0.881 -1.615 0.106  -0.28
C: -0.058 -0.655 -0.020  0.03
C: 3.113 -0.407 -0.120  0.16
C: -0.593 1.701 -0.076  -0.43
N: 2.237 -1.323 -0.107  -0.52
N: 0.329 0.602 0.054  -0.55
S: 4.016 0.860 0.099  0.23
H: 0.629 -2.735 -0.021  0.20
H: -1.156 -0.997 0.103  0.17
H: -1.631 1.784 0.438  0.16
H: -0.244 2.581 0.406  0.19
H: -0.659 1.912 -1.120  0.19
H: 2.586 -2.220 -0.411  0.45